Entry 1:
Density functional theory data (ωB97M-V/def2-TZVPD) for the molecule C6H12O at a distorted geometry.

```
19
C6H12O (ωB97M-V/def2-TZVPD)
O 0.3587 -1.4432 0.9685
C -0.3892 1.1261 0.7135
C -0.4522 -0.6629 0.1640
C -1.8825 -1.1819 0.0482
C 0.2240 -0.3322 -1.1768
C 1.0881 1.1563 0.5738
C 1.4352 0.5416 -0.7916
H -2.2285 -1.6045 0.9952
H 2.3133 -0.0816 -0.6320
H -0.7271 1.6005 1.6606
H -2.5465 -0.3599 -0.2471
H -1.0266 1.4479 -0.1084
H 0.5229 -1.2140 -1.7585
H -1.9754 -1.9630 -0.7202
H 1.4748 0.3412 1.4454
H 1.7077 1.9650 0.9456
H 1.6834 1.2665 -1.5760
H 1.0618 -0.7752 1.3846
H -0.4954 0.2254 -1.7908
```

Properties
SMILES = CC1(O)CCCC1
Spin multiplicity = 1
E_HOMO = -9.1 eV
E_tot = -8462.0741 eV

***

Entry 2:
Density functional theory data (ωB97M-V/def2-TZVPD) for a 3-piece molecular cluster, C6H12O overall at a distorted geometry.

```
19
C6H12O (ωB97M-V/def2-TZVPD)
O -0.9859 -1.7510 0.3680
C -2.1103 0.9428 -0.2980
C -0.4338 -0.8048 -0.4132
C 1.6545 -1.0365 -0.2612
C 2.4345 -0.7508 -1.2962
C -0.1173 0.4973 0.0066
C 0.1275 0.8975 1.4350
H -2.6076 0.8894 0.6696
H 3.4392 -1.1582 -1.4197
H 0.3109 1.1346 -0.7554
H -1.1432 -1.4119 1.2611
H 2.0901 -0.1195 -2.1161
H 1.1984 1.0063 1.6126
H -0.5849 -1.0013 -1.4667
H -0.2561 0.1690 2.1541
H -0.3622 1.8501 1.6467
H -2.0027 1.9722 -0.6379
H -2.6576 0.3567 -1.0347
H 2.0067 -1.6820 0.5454
```

Properties
Spin multiplicity = 1
E_HOMO = -7.2 eV
E_tot = -8458.7054 eV